# 1
Molecular formula: C3H3O2S2
Method: DFT, the ωB97M-V functional and the def2-TZVPD basis

The HOMO energy is -3.4394 eV. As for the total energy: -28923.6874 eV. As for the charge: -1.

Cartesian coordinates (Å):
C  0.1746  -0.9134  -0.1039
C  -0.1713  -1.0791  -1.4531
C  0.8321  -0.0213  0.8779
O  1.2859  -2.3275  -3.0625
O  -1.1701  -2.8124  -3.2148
S  0.5334  -1.7723  1.4867
S  0.0359  -2.6939  -2.3398
H  -0.0750  -0.2320  -2.0168
H  1.8912  0.0696  0.7931
H  0.3419  0.8939  1.3694



# 2
Molecular formula: C3H3O2Sn
Method: DFT, the ωB97M-V functional and the def2-TZVPD basis

The HOMO energy (alpha / beta) is -11.3878 / -11.3831 eV. As for the total energy: -13072.4653 eV. As for the charge: +1.

Cartesian coordinates (Å):
C  1.1261  -0.3461  1.2381
C  0.7453  0.3169  -0.0849
H  1.4791  -1.3712  1.0172
H  1.2193  -0.2541  -0.9074
H  0.8532  1.4047  -0.1940
O  -0.6141  -0.7451  1.2087
C  -0.6745  -0.1228  0.1119
Sn  -2.3946  0.8654  -1.9425
O  -1.7400  0.2523  -0.4473



# 3
Molecular formula: C3H3O3
Method: DFT, the ωB97M-V functional and the def2-TZVPD basis

The HOMO energy is -3.7119 eV. As for the total energy: -9302.9689 eV. The SMILES is CC(=O)C(=O)[O-]. As for the charge: -1.

Cartesian coordinates (Å):
C  -0.4805  -0.6508  -0.8212
C  0.5387  -0.2678  0.2721
O  1.4721  -1.0429  0.5097
C  0.1644  1.1748  0.9616
O  0.7408  2.0661  0.2813
O  -0.5669  1.1698  1.9350
H  -0.5940  0.0970  -1.6338
H  -1.2136  -0.9974  -0.0652
H  -0.0611  -1.5488  -1.4395



# 4
Molecular formula: C3H3O3S
Method: DFT, the ωB97M-V functional and the def2-TZVPD basis

The HOMO energy is -4.3963 eV. As for the total energy: -20135.7848 eV. As for the charge: -1.

Cartesian coordinates (Å):
C  -0.8059  0.2770  -0.1164
C  0.3359  0.5930  -0.3420
C  -2.2239  -0.0837  0.0466
O  2.4242  -1.4592  -0.4107
O  3.9475  0.2778  0.1960
O  1.7506  1.0815  -0.3201
S  2.6712  -0.2849  0.4660
H  -2.8633  0.7464  0.5051
H  -2.7738  -0.2691  -0.8645
H  -2.4624  -0.8788  0.8400



# 5
Molecular formula: C3H3O3S
Method: DFT, the ωB97M-V functional and the def2-TZVPD basis

The HOMO energy (alpha / beta) is -3.1997 / -5.3628 eV. As for the total energy: -20131.6943 eV. As for the charge: -1.

Cartesian coordinates (Å):
C  0.9308  -0.2315  1.1687
C  0.0590  -1.1755  0.7563
C  0.4956  -0.1370  -0.1889
O  -1.9827  -0.1364  -0.2559
O  -0.9315  2.0017  0.2812
O  -1.0051  1.2526  -2.0432
S  -1.0290  0.9013  -0.6395
H  1.5362  0.3016  1.9828
H  -0.6316  -1.9763  0.6622
H  2.5582  -0.8005  -1.7237



# 6
Molecular formula: C3H3O3Sc
Method: DFT, the ωB97M-V functional and the def2-TZVPD basis

The HOMO energy is -31.2096 eV. As for the total energy: -29942.6617 eV. As for the charge: +4.

Cartesian coordinates (Å):
O  -0.5219  -0.7928  0.1599
Sc  -3.4562  -0.0881  -2.1939
O  -1.6643  0.5031  -1.2882
C  -0.7563  0.2362  -0.5631
O  0.3350  1.1591  -0.4132
C  1.1517  0.6815  0.4243
H  2.1831  1.0614  0.4874
C  0.7244  -0.6439  0.8651
H  0.5655  -0.6855  1.9576
H  1.4390  -1.4310  0.5639



# 7
Molecular formula: C3H3O3V
Method: DFT, the ωB97M-V functional and the def2-TZVPD basis

The HOMO energy (alpha / beta) is -16.2463 / -18.1753 eV. Its multiplicity is 5. As for the total energy: -34968.4309 eV. As for the charge: +2.

Cartesian coordinates (Å):
O  0.8126  -2.1314  -0.1160
O  1.6528  -4.2175  -0.6736
C  1.2658  -3.1620  -0.4077
V  -3.1163  3.6946  3.5500
O  -1.0120  0.0063  1.1274
C  -0.6280  0.5597  0.2335
H  -0.2221  2.2218  -0.6885
C  0.1572  1.1650  -0.7891
H  1.2141  1.1492  -0.4829
H  -0.1241  0.7143  -1.7531



# 8
Molecular formula: C3H3O3Yb
Method: DFT, the ωB97M-V functional and the def2-TZVPD basis

The HOMO energy (alpha / beta) is -12.7712 / -13.2165 eV. Its multiplicity is 3. As for the total energy: -40821.0819 eV. As for the charge: +1.

Cartesian coordinates (Å):
C  0.8933  -1.1120  -0.1219
C  -1.6225  0.4386  0.3290
O  -0.0826  -1.8347  -0.1453
O  0.7113  0.2959  -0.1223
C  -0.5273  0.9071  -0.2860
H  -2.5813  0.5508  -0.1750
H  -1.5815  -0.0026  1.3245
H  -0.5458  1.4705  -1.2206
O  2.1085  -1.3361  0.1304
Yb  3.2278  0.6225  0.2872